[1]
Density functional theory data (ωB97M-V/def2-TZVPD) for a structure of composition C19H47B4BrO4 in a non-equilibrium geometry.

Positions of all 75 atoms, in Å:
C  2.280  0.824  1.481
B  2.045  0.461  -0.025
O  0.975  -0.377  -0.316
B  3.029  1.151  -1.254
O  3.002  0.878  -2.620
B  2.840  2.036  -3.340
O  3.402  3.227  -2.917
B  3.472  3.302  -1.562
Br  2.839  4.831  -0.568
O  3.879  2.197  -0.875
H  2.776  1.783  1.593
H  1.296  0.900  1.943
H  2.843  0.038  1.977
H  0.177  0.169  -0.151
H  2.229  2.034  -4.355
C  4.143  -4.585  -6.115
C  2.863  -4.874  -5.336
C  1.723  -3.911  -5.658
C  2.005  -2.446  -5.321
C  2.364  -2.178  -3.860
C  1.261  -2.533  -2.873
H  4.546  -3.599  -5.878
H  4.915  -5.318  -5.878
H  3.962  -4.627  -7.191
H  3.077  -4.860  -4.263
H  2.532  -5.890  -5.566
H  0.822  -4.239  -5.131
H  1.489  -3.983  -6.725
H  1.121  -1.855  -5.582
H  2.813  -2.074  -5.958
H  2.586  -1.118  -3.748
H  3.278  -2.716  -3.591
H  0.347  -1.978  -3.088
H  1.571  -2.282  -1.861
H  1.028  -3.600  -2.895
C  -2.228  -0.870  -2.181
C  -3.005  0.389  -1.807
C  -3.114  0.611  -0.299
C  -3.853  -0.489  0.464
C  -5.281  -0.747  -0.012
C  -6.202  0.459  0.145
H  -2.715  -1.775  -1.815
H  -2.144  -0.959  -3.265
H  -1.216  -0.840  -1.774
H  -4.001  0.355  -2.257
H  -2.505  1.257  -2.247
H  -3.598  1.574  -0.115
H  -2.104  0.701  0.122
H  -3.876  -0.219  1.525
H  -3.284  -1.421  0.404
H  -5.689  -1.580  0.566
H  -5.277  -1.075  -1.055
H  -6.248  0.780  1.187
H  -7.216  0.215  -0.174
H  -5.866  1.305  -0.456
C  -1.441  2.925  3.936
C  -0.085  3.080  4.620
C  0.406  1.799  5.290
C  -0.481  1.276  6.420
C  -0.715  2.264  7.562
C  0.564  2.666  8.290
H  -2.227  2.675  4.649
H  -1.732  3.851  3.440
H  -1.408  2.138  3.179
H  -0.132  3.896  5.345
H  0.653  3.381  3.871
H  1.418  1.965  5.669
H  0.496  1.016  4.531
H  -0.026  0.367  6.825
H  -1.449  0.970  6.013
H  -1.398  1.802  8.280
H  -1.223  3.157  7.190
H  1.070  1.790  8.700
H  0.343  3.342  9.117
H  1.262  3.178  7.626

**Orbital gap**: 9.5 eV

Results of the Löwdin charge analysis, in e, for atoms 1 through 5: C 0.01; B -0.31; O 0.09; B -0.37; O 0.25


[2]
Density functional theory data (ωB97M-V/def2-TZVPD) for a structure of composition C19H48O4OsP2SSi in a non-equilibrium geometry.

Positions of all 76 atoms, in Å:
Os  -2.471  -0.515  1.107
H  -4.207  -0.005  2.601
H  -4.273  0.091  1.848
P  -1.597  -1.661  2.845
P  -3.522  -0.964  -0.847
C  -3.080  0.370  -2.039
H  -3.494  0.214  -3.042
H  -3.463  1.317  -1.642
H  -1.985  0.441  -2.078
C  -3.351  -2.502  -1.853
H  -3.794  -3.337  -1.299
H  -3.855  -2.441  -2.834
H  -2.282  -2.700  -1.995
C  -5.351  -0.784  -0.670
H  -5.538  0.178  -0.166
H  -5.855  -0.809  -1.650
H  -5.707  -1.613  -0.038
C  -0.784  -3.282  2.711
H  -0.346  -3.504  3.692
H  -1.546  -4.028  2.468
H  -0.019  -3.284  1.928
C  -0.335  -0.516  3.497
H  -0.830  0.390  3.864
H  0.184  -1.018  4.314
H  0.360  -0.224  2.702
C  -2.830  -1.821  4.167
H  -3.588  -2.537  3.817
H  -2.286  -2.198  5.042
H  -3.291  -0.838  4.348
C  -2.609  1.377  1.412
O  -2.656  2.570  1.444
H  -3.302  -1.936  1.348
C  0.045  2.074  -3.942
C  0.904  1.062  -3.175
C  0.797  -0.325  -3.784
C  2.363  1.463  -3.215
O  0.389  1.021  -1.798
Si  0.920  0.141  -0.489
S  -0.383  -1.471  -0.021
O  2.396  -0.551  -0.850
C  3.474  -1.227  -0.093
C  2.876  -2.393  0.653
C  4.479  -1.719  -1.131
C  4.150  -0.323  0.924
O  1.105  1.147  0.809
C  1.351  2.606  0.961
C  0.917  3.021  2.377
C  2.830  2.879  0.714
C  0.553  3.399  -0.054
H  0.364  2.111  -4.990
H  0.163  3.078  -3.511
H  -1.014  1.780  -3.927
H  1.076  -0.345  -4.861
H  1.468  -0.994  -3.236
H  -0.236  -0.700  -3.729
H  2.580  2.454  -2.777
H  3.012  0.715  -2.737
H  2.641  1.521  -4.292
H  2.297  -3.011  -0.044
H  3.644  -3.033  1.144
H  2.176  -2.012  1.412
H  4.934  -0.874  -1.658
H  5.287  -2.284  -0.649
H  3.981  -2.396  -1.849
H  4.649  0.552  0.477
H  3.461  0.010  1.712
H  4.958  -0.893  1.430
H  1.436  2.435  3.133
H  1.142  4.090  2.575
H  -0.174  2.895  2.468
H  3.083  2.514  -0.299
H  3.102  3.953  0.789
H  3.434  2.351  1.456
H  0.834  3.163  -1.089
H  -0.526  3.224  0.004
H  0.768  4.461  0.163

**Orbital gap (spin up / spin down)**: 7.9 / 5.4 eV
**Total charge**: +2
**Multiplicity**: 5

Results of the Löwdin charge analysis, in e, for atoms 1 through 5: Os 0.67; H 0.09; H 0.01; P 0.57; P 0.61